Version A
DFT (ωB97M-V/def2-TZVPD) results for an isolated molecule of C3H4N2OS.

Geometry as ORCA input:
```
! RIJCOSX wB97M-V def2-TZVPD def2/J DEFGRID3
* xyz 0 1
O -1.56842 -0.54044 1.95198
N -0.28639 -0.06028 1.10369
N -0.81375 0.50153 -0.02294
C 0.26451 0.46168 -0.91103
C 1.29332 -0.20396 -0.30238
C 0.83180 -0.71720 0.94151
S 1.60031 -1.53429 2.16377
H -1.35710 -1.49091 1.93183
H -1.80875 0.41940 -0.08675
H 0.12864 0.85720 -1.85679
H 2.19158 -0.50547 -0.61439
*
```

Values from the calculation:
LUMO level (spin up / spin down) = -0.0073 / -0.0073 hartree
Gap between HOMO and LUMO (spin up / spin down) = 7.86 / 7.86 eV
SMILES = On1[nH]ccc1=S
Highest occupied orbital energy (spin up / spin down) = -8.06 / -8.06 eV



Version B
DFT (ωB97M-V/def2-TZVPD) results for an isolated molecule of C3H4N2OS.

Geometry as ORCA input:
```
! RIJCOSX wB97M-V def2-TZVPD def2/J DEFGRID3
* xyz 0 1
C -0.54190 0.79068 -1.44871
C -1.10683 -0.81327 1.52738
C 0.87715 -1.09389 0.09580
N -0.17296 -1.32414 0.99507
N 0.23264 1.41152 -0.64228
O -2.03125 -0.49638 2.14619
S 1.53743 0.59709 0.22549
H -1.26060 1.48637 -1.90153
H 1.70233 -1.76880 0.31857
H 0.52142 -1.18828 -0.93918
H 0.24257 2.39908 -0.37680
*
```

Values from the calculation:
LUMO level = 0.0156 hartree
Gap between HOMO and LUMO = 9.28 eV
Highest occupied orbital energy = -8.86 eV



Version C
DFT (ωB97M-V/def2-TZVPD) results for an isolated molecule of C3H4N2OS.

Geometry as ORCA input:
```
! RIJCOSX wB97M-V def2-TZVPD def2/J DEFGRID3
* xyz 0 1
N -0.75311 0.99728 -2.30341
C -0.97739 1.05757 -1.07182
C -0.45351 1.43136 0.32559
S -0.56386 -0.08344 1.45698
C -0.03079 -1.47714 0.34233
N 1.03454 -1.44132 -0.42224
O 1.82823 -0.36597 -0.25128
H 0.54638 1.68932 0.21780
H -0.94918 2.31521 0.81938
H -0.81704 -2.23418 0.26209
H 2.41584 -0.46995 -1.09772
*
```

Values from the calculation:
LUMO level = 0.0085 hartree
Gap between HOMO and LUMO = 9.73 eV
SMILES = N#CCS/C=N\O
Highest occupied orbital energy = -9.50 eV



Version D
DFT (ωB97M-V/def2-TZVPD) results for an isolated molecule of C3H4N2OS.

Geometry as ORCA input:
```
! RIJCOSX wB97M-V def2-TZVPD def2/J DEFGRID3
* xyz 0 1
H 2.07071 -0.42691 1.66765
N 1.46757 0.30999 1.26614
C 0.49589 -0.08841 0.54162
C 0.10336 -1.32484 -0.02224
C -0.91226 -1.06938 -0.90032
O -1.34328 0.18963 -0.85679
N -0.44697 0.86633 0.09031
S 0.15783 2.40084 -0.53897
H 0.61462 -2.31483 0.08191
H -1.50443 -1.72455 -1.51631
H -0.70305 3.18213 0.18700
*
```

Values from the calculation:
LUMO level = 0.0180 hartree
Gap between HOMO and LUMO = 9.18 eV
SMILES = [H]/N=c1\ccon1S
Highest occupied orbital energy = -8.69 eV



version B takes first place; second place is 1.9 kcal/mol up.



Version A
DFT (ωB97M-V/def2-TZVPD) results for a structure of composition C3H4N2OS.

Geometry as ORCA input:
```
! RIJCOSX wB97M-V def2-TZVPD def2/J DEFGRID3
* xyz 0 1
C -0.84882 -2.07798 -0.22188
C -0.05001 0.30086 0.03365
C -1.23698 0.94052 -0.47297
H -1.67576 -1.75578 -1.04793
H -1.12120 -2.24136 0.91888
H -0.15275 -3.23816 -0.55193
H 1.54395 -0.64579 0.95737
N 0.02496 -0.95597 0.03544
N -2.13393 1.48914 -0.96406
O 1.19789 -1.47224 0.59616
S 1.21252 1.30915 0.33887
*
```

Values from the calculation:
LUMO level = -0.0148 hartree
Gap between HOMO and LUMO = 8.95 eV
Highest occupied orbital energy = -9.36 eV



Version B
DFT (ωB97M-V/def2-TZVPD) results for a cluster of 2 separate species, C3H4N2OS in total.

Geometry as ORCA input:
```
! RIJCOSX wB97M-V def2-TZVPD def2/J DEFGRID3
* xyz 0 1
C 0.49437 -1.69125 -0.05096
C 1.50333 -0.82061 0.27536
C -0.49393 0.30540 0.17100
N -0.66158 -1.07956 -0.17506
N 0.95916 0.44243 0.38831
O 3.55927 1.26882 -0.56200
S 3.94077 -0.11739 -0.02241
H 0.56786 -2.73459 -0.38973
H -0.65894 0.79679 -0.77039
H -1.26795 0.65542 0.93646
H 1.50898 1.28837 0.40134
*
```

Values from the calculation:
LUMO level (spin up / spin down) = -0.0434 / -0.0435 hartree
Gap between HOMO and LUMO (spin up / spin down) = 6.24 / 6.24 eV
Highest occupied orbital energy (spin up / spin down) = -7.42 / -7.43 eV



Version C
DFT (ωB97M-V/def2-TZVPD) results for a cluster of 2 separate species, C3H4N2OS in total.

Geometry as ORCA input:
```
! RIJCOSX wB97M-V def2-TZVPD def2/J DEFGRID3
* xyz 0 1
C 0.78913 1.52702 1.16368
C 1.41431 0.70773 0.12832
N 1.62496 -0.25804 -0.59363
S 2.16386 -1.30715 -1.61369
H 0.93484 1.06917 2.15781
H -0.21581 1.62232 0.85132
H 1.22139 2.45767 1.12703
N -2.19398 -1.83071 -1.39914
C -2.18078 -1.28378 -0.33997
O -2.06648 -0.58480 0.55404
H -1.49145 -2.11944 -2.03576
*
```

Values from the calculation:
LUMO level = 0.0109 hartree
Gap between HOMO and LUMO = 8.63 eV
SMILES = CC#[N+][S-].N=C=O
Highest occupied orbital energy = -8.33 eV



version C takes first place; second place is 50.1 kcal/mol up.



Version A
DFT (ωB97M-V/def2-TZVPD) results for an isolated molecule of C4H10NOP.

Geometry as ORCA input:
```
! RIJCOSX wB97M-V def2-TZVPD def2/J DEFGRID3
* xyz 0 1
C -1.07224 -0.62397 -0.28708
C 0.23757 0.00245 0.16133
C 0.21561 1.42406 -0.33037
C 1.50152 -0.63412 -0.46928
N 0.26678 -0.02522 1.56948
P 0.20525 -1.10688 2.69184
O 0.31001 -0.08199 3.92652
H -1.14203 -0.47905 -1.36895
H -1.17630 -1.66650 -0.12200
H -1.87728 -0.13115 0.22765
H 0.01863 2.12888 0.51355
H -0.36235 1.60270 -1.21968
H 1.25560 1.60717 -0.73086
H 2.31080 -0.32450 0.05784
H 1.63801 -1.68276 -0.47832
H 1.54094 -0.21816 -1.50178
H 0.64816 0.73142 3.58417
*
```

Values from the calculation:
LUMO level = 0.0096 hartree
Gap between HOMO and LUMO = 9.43 eV
SMILES = CC(C)(C)/N=P/O
Highest occupied orbital energy = -9.17 eV



Version B
DFT (ωB97M-V/def2-TZVPD) results for an isolated molecule of C4H10NOP.

Geometry as ORCA input:
```
! RIJCOSX wB97M-V def2-TZVPD def2/J DEFGRID3
* xyz 0 1
C 3.01739 -0.41897 -0.55086
N 2.06549 0.22385 0.36529
P 0.56471 -0.20057 0.74425
C -0.96146 0.71751 0.04983
C -2.12168 -0.31556 -0.03777
C -1.34204 -1.62167 -0.31142
O 0.01349 -1.63825 0.20477
H 2.49589 -0.91772 -1.39754
H 3.47409 0.54314 -1.03825
H 3.77504 -0.93392 -0.06294
H 0.68571 -0.13735 2.12955
H -0.59960 0.98232 -0.96267
H -1.21944 1.62564 0.53833
H -2.74928 -0.10909 -0.83787
H -2.60058 -0.37410 1.00750
H -1.95723 -2.44159 -0.00376
H -1.27320 -1.80019 -1.35784
*
```

Values from the calculation:
LUMO level = 0.0304 hartree
Gap between HOMO and LUMO = 8.66 eV
SMILES = CN=[P@H]1CCCO1
Highest occupied orbital energy = -7.84 eV



version A takes first place; second place is 25.4 kcal/mol up.



Version A
DFT (ωB97M-V/def2-TZVPD) results for an isolated molecule of C5H9N3S.

Geometry as ORCA input:
```
! RIJCOSX wB97M-V def2-TZVPD def2/J DEFGRID3
* xyz 0 1
C -1.80381 -0.29015 -3.02640
C -1.12121 -0.28829 -1.71263
C -1.47123 0.60987 -0.65253
C -0.77000 0.72564 0.61197
N 0.35774 0.19819 0.80682
N 0.90857 0.34387 2.04999
C 2.06511 -0.05516 2.41870
N 2.73998 -0.68383 1.50244
S 2.63023 0.13254 3.98122
H -2.13265 -1.24286 -3.16238
H -2.69744 0.59263 -3.03863
H -1.13538 -0.18714 -4.16548
H -0.30314 -1.06680 -1.52420
H -2.27556 1.47582 -0.69160
H -1.39192 1.10244 1.39699
H 0.30371 0.88409 2.86782
H 2.23989 -1.07903 0.62937
H 3.85712 -1.17183 1.70853
*
```

Values from the calculation:
LUMO level = -0.0102 hartree
Gap between HOMO and LUMO = 7.64 eV
SMILES = C/C=C/C=N/NC(N)=S
Highest occupied orbital energy = -7.92 eV



Version B
DFT (ωB97M-V/def2-TZVPD) results for an isolated molecule of C5H9N3S.

Geometry as ORCA input:
```
! RIJCOSX wB97M-V def2-TZVPD def2/J DEFGRID3
* xyz 0 1
C 2.33271 -0.99301 -1.29997
S 1.47178 0.50890 -0.75644
C 0.02515 -0.11886 0.05753
N -0.12439 -1.47909 0.36709
C 0.68544 -2.46670 0.44110
N 1.23195 -3.47090 0.61785
N -0.94018 0.75756 0.29787
C -0.76060 2.15155 -0.02746
C -2.10054 0.40761 1.07880
H 3.17777 -0.65385 -1.89157
H 1.66040 -1.58439 -1.91710
H 2.67540 -1.56994 -0.44796
H -0.08886 2.64639 0.68145
H -0.33132 2.25538 -1.02604
H -1.72889 2.64869 -0.00524
H -2.03926 0.86083 2.07460
H -3.00166 0.77321 0.57831
H -2.14489 -0.67339 1.17720
*
```

Values from the calculation:
LUMO level (spin up / spin down) = 0.0148 / 0.0148 hartree
Gap between HOMO and LUMO (spin up / spin down) = 9.02 / 9.02 eV
SMILES = CS/C(=N\C#N)N(C)C
Highest occupied orbital energy (spin up / spin down) = -8.62 / -8.62 eV



version B takes first place; second place is 71.9 kcal/mol up.



Version A
DFT (ωB97M-V/def2-TZVPD) results for an isolated molecule of C18H24N2O3.

Geometry as ORCA input:
```
! RIJCOSX wB97M-V def2-TZVPD def2/J DEFGRID3
* xyz 0 1
C 3.23391 2.13556 4.14639
C 3.96286 1.27442 3.13306
O 5.16472 1.28037 3.00001
N 3.10450 0.50948 2.40011
C 3.38952 -0.42740 1.40261
C 4.67547 -0.77347 1.01573
C 4.87219 -1.72297 0.02682
C 3.79109 -2.33048 -0.58087
C 2.49810 -1.99208 -0.20886
C 2.28998 -1.04512 0.77747
O 1.04587 -0.62571 1.21357
C -0.08256 -1.34860 0.78079
C -0.46094 -1.13277 -0.69036
O -1.15421 -1.92936 -1.28559
N 0.05725 -0.01371 -1.22658
C -0.33707 0.47642 -2.52363
C -1.40442 1.57799 -2.40025
C -2.60877 1.04607 -1.67288
C -2.75351 1.19830 -0.36336
C -3.88749 0.63347 0.43515
C -5.02048 0.14237 -0.46045
C -4.44352 -0.64634 -1.62966
C -3.59782 0.27669 -2.49999
H 2.52946 2.79545 3.64447
H 2.68833 1.50743 4.84752
H 3.95798 2.73345 4.69174
H 2.11603 0.58965 2.59766
H 5.51156 -0.29526 1.49703
H 5.87729 -1.98512 -0.26464
H 3.94041 -3.07069 -1.35159
H 1.66372 -2.46652 -0.70060
H 0.02991 -2.42312 0.96551
H -0.91367 -0.97972 1.39116
H 0.54653 0.62304 -0.61544
H -0.74014 -0.37880 -3.06952
H 0.54498 0.85682 -3.04599
H -1.68004 1.90897 -3.40267
H -0.97831 2.42627 -1.85946
H -2.01457 1.75196 0.20427
H -4.25574 1.38785 1.13642
H -3.50709 -0.20253 1.03402
H -5.70990 -0.47596 0.11743
H -5.57814 0.99925 -0.84546
H -3.80934 -1.45105 -1.25348
H -5.24466 -1.09008 -2.22335
H -3.06739 -0.31025 -3.25214
H -4.24191 0.98583 -3.03211
*
```

Values from the calculation:
LUMO level = 0.0159 hartree
Gap between HOMO and LUMO = 8.82 eV
SMILES = CC(=O)Nc1ccccc1OCC(=O)NCCC1=CCCCC1
Highest occupied orbital energy = -8.39 eV



Version B
DFT (ωB97M-V/def2-TZVPD) results for an isolated molecule of C18H24N2O3.

Geometry as ORCA input:
```
! RIJCOSX wB97M-V def2-TZVPD def2/J DEFGRID3
* xyz 0 1
C -1.18553 -6.35922 -0.63124
C -1.53399 -4.96360 -1.13367
C -0.79053 -3.87844 -0.35761
C -1.14542 -2.48013 -0.85959
C -0.44402 -1.35555 -0.08882
C -1.16466 -0.01320 -0.27911
C -2.40976 0.12373 0.58830
C 1.02078 -1.23281 -0.54149
N 1.77626 -0.38475 0.34532
C 2.12936 0.87331 0.05284
O 2.00154 1.41533 -1.02847
C 2.70052 1.60250 1.27243
O 3.08142 1.00725 2.24979
C 2.61514 3.09916 1.14980
C 3.23521 3.61500 -0.16591
O 4.38708 3.53553 -0.49734
N 2.24168 4.25522 -0.85093
C 1.01284 4.14742 -0.22975
C -0.22769 4.58607 -0.64936
C -1.31484 4.34012 0.17844
C -1.16517 3.68002 1.38684
C 0.08547 3.23971 1.80536
C 1.16957 3.48719 0.99382
H -1.72588 -7.11540 -1.19557
H -1.44742 -6.46308 0.41955
H -0.11957 -6.54850 -0.73800
H -2.61019 -4.80226 -1.03864
H -1.28055 -4.88544 -2.19323
H -1.04704 -3.95689 0.70167
H 0.28316 -4.05258 -0.45159
H -2.22506 -2.34997 -0.76933
H -0.89342 -2.39665 -1.91910
H -0.44984 -1.60497 0.97909
H -1.43401 0.09906 -1.33104
H -0.48493 0.80408 -0.03000
H -3.13498 -0.65536 0.36646
H -2.14810 0.05758 1.64234
H -2.88055 1.08798 0.41378
H 1.06770 -0.77855 -1.53375
H 1.49351 -2.21725 -0.57370
H 1.95020 -0.70322 1.28953
H 3.10600 3.56141 2.01007
H 2.37674 4.60317 -1.78668
H -0.35027 5.09279 -1.59368
H -2.29633 4.66711 -0.13040
H -2.02795 3.49896 2.00912
H 0.20354 2.71811 2.74342
*
```

Values from the calculation:
LUMO level = 0.0042 hartree
Gap between HOMO and LUMO = 8.67 eV
SMILES = CCCC[C@H](CC)CNC(=O)C(=O)[C@H]1C(=O)Nc2ccccc21
Highest occupied orbital energy = -8.56 eV



version B takes first place; second place is 13.3 kcal/mol up.



Version A
DFT (ωB97M-V/def2-TZVPD) results for an isolated molecule of C5H5FS2.

Geometry as ORCA input:
```
! RIJCOSX wB97M-V def2-TZVPD def2/J DEFGRID3
* xyz 0 1
C 1.72428 -2.16740 -0.32499
C 1.14166 -0.95315 -0.10713
C 2.13481 0.08693 -0.28719
C 2.16372 1.43874 -0.19883
F 1.16702 2.33324 0.28172
S -0.33150 -0.77120 0.77651
C -1.55045 -0.18639 -0.42845
S -3.01126 0.35655 -0.23571
H 1.12772 -3.07996 0.02233
H 2.63706 -2.36962 -0.93004
H 3.29934 -0.23334 -0.48005
H 3.19613 2.02739 -0.35423
H -0.96347 -0.02153 -1.36661
*
```

Values from the calculation:
LUMO level = -0.0127 hartree
Gap between HOMO and LUMO = 8.46 eV
SMILES = C=C(/C=C\F)SC=S
Highest occupied orbital energy = -8.81 eV



Version B
DFT (ωB97M-V/def2-TZVPD) results for an isolated molecule of C5H5FS2.

Geometry as ORCA input:
```
! RIJCOSX wB97M-V def2-TZVPD def2/J DEFGRID3
* xyz 0 1
C 1.01415 -1.86508 -0.02540
C 0.46682 -0.67224 0.37850
C 1.23195 0.50911 -0.00425
C 0.82694 1.79702 0.17313
F -0.33784 2.16895 0.66094
S -1.14428 -0.74344 0.89309
C -2.30812 -0.02180 -0.12330
S -4.00076 0.18973 0.08308
H 0.58344 -2.93620 0.18686
H 1.82725 -2.03522 -0.58900
H 2.28391 0.33913 -0.44860
H 1.24240 2.73253 -0.35292
H -1.68588 0.53750 -0.83213
*
```

Values from the calculation:
LUMO level = -0.0209 hartree
Gap between HOMO and LUMO = 8.00 eV
SMILES = C=C(/C=C\F)SC=S
Highest occupied orbital energy = -8.57 eV



version A takes first place; second place is 5.6 kcal/mol up.